Below is a structure of composition C7H10O3, with properties calculated with ωB97M-V with the def2-TZVPD basis set.

Positions of all 20 atoms, in Å:
C (-2.936, 0.020, 1.155)
C (-2.354, 1.390, 1.147)
O (-3.229, 2.551, 1.279)
C (-1.899, 3.114, 1.167)
C (-1.216, 2.011, 2.035)
C (-0.205, 1.762, 0.945)
C (1.109, 1.601, 0.784)
O (1.956, 1.500, 1.853)
C (-1.410, 2.083, 0.103)
H (-3.468, -0.164, 2.098)
H (-3.634, -0.102, 0.316)
H (-2.131, -0.720, 1.055)
H (-1.769, 4.201, 1.196)
H (-1.129, 1.975, 3.124)
H (1.989, -0.713, -0.301)
H (1.560, 1.563, -0.211)
H (-1.537, 2.129, -0.983)
H (2.825, 1.213, 1.562)
O (1.307, -1.408, -0.402)
H (0.961, -1.551, 0.483)

Computed properties:
Charge: 0
HOMO, eV: -8.492
Relative energy (zero: lowest compared OMol25 entry of this formula, charge and spin), kJ/mol: 421.65
LUMO, eV: 0.4

Mulliken population analysis, charges in e, atoms 1 to 2: -1.280, 0.783



Below is the molecule C7H10O3S, with properties calculated with ωB97M-V with the def2-TZVPD basis set.

Positions of all 21 atoms, in Å:
C (2.872, -0.245, -0.389)
C (1.684, -0.215, -0.564)
C (0.316, 0.156, -0.286)
C (-0.413, 1.337, -0.922)
C (0.300, 2.614, -0.470)
O (-1.731, 1.361, -0.440)
S (-2.277, -0.142, -0.138)
O (-2.545, -0.242, 1.247)
O (-3.423, -0.353, -0.944)
C (-0.922, -1.158, -0.810)
C (-0.882, -2.488, -0.162)
H (3.932, -0.212, -0.616)
H (0.201, 0.244, 0.813)
H (-0.468, 1.219, -1.964)
H (-0.420, 3.460, -0.589)
H (1.208, 2.676, -1.047)
H (0.817, 2.405, 0.436)
H (-0.908, -1.156, -1.928)
H (-1.447, -2.472, 0.701)
H (0.180, -2.939, -0.056)
H (-1.533, -3.085, -0.703)

Computed properties:
Charge: 0
HOMO, eV: -9.959
Relative energy (zero: lowest compared OMol25 entry of this formula, charge and spin), kJ/mol: 285.80
LUMO, eV: 0.6

Mulliken population analysis, charges in e, atoms 1 to 2: 0.071, -1.333



Below is the molecule C7H10O4, with properties calculated with ωB97M-V with the def2-TZVPD basis set.

Positions of all 21 atoms, in Å:
C (-2.467, 0.098, 0.043)
C (-0.849, -0.207, 1.708)
C (-0.578, -0.582, -0.772)
C (0.014, -0.728, 0.593)
C (0.568, 0.298, -0.313)
C (1.911, -0.024, -0.939)
C (0.412, 1.792, -0.036)
O (-3.484, 0.359, -0.522)
O (-2.138, 0.305, 1.336)
O (-0.450, -1.505, -1.772)
O (0.802, -1.783, 1.113)
H (-1.086, -0.991, 2.520)
H (-0.393, 0.551, 2.283)
H (2.409, 0.750, -1.656)
H (1.901, -1.102, -1.388)
H (2.618, -0.212, -0.209)
H (0.350, 1.923, 1.016)
H (-0.670, 2.092, -0.349)
H (1.148, 2.466, -0.506)
H (-1.132, -1.326, -2.499)
H (1.114, -2.173, 0.350)

Computed properties:
Charge: 0
HOMO, eV: -8.923
Relative energy (zero: lowest compared OMol25 entry of this formula, charge and spin), kJ/mol: 473.73
LUMO, eV: 0.5

Mulliken population analysis, charges in e, atoms 1 to 2: 0.479, -0.945



Below is the molecule C7H10OS, with properties calculated with ωB97M-V with the def2-TZVPD basis set.

Positions of all 19 atoms, in Å:
C (0.043, -0.309, 0.706)
C (0.983, 0.703, 0.219)
C (-0.533, -2.051, 0.508)
C (-1.024, -0.915, -0.171)
C (-0.619, -1.139, -1.667)
C (-2.466, -0.469, 0.063)
C (2.922, 2.529, 0.652)
O (-0.030, -3.015, 0.907)
S (1.662, 1.552, 1.522)
H (-0.364, -0.432, 1.844)
H (0.430, -1.666, -1.640)
H (-0.553, -0.061, -2.098)
H (-1.400, -1.769, -2.293)
H (-3.113, -1.187, -0.404)
H (-2.707, 0.334, -0.586)
H (-2.718, -0.344, 1.220)
H (2.435, 3.161, -0.220)
H (3.624, 1.929, 0.185)
H (3.428, 3.150, 1.252)

Computed properties:
Charge: 0
HOMO, eV: -7.754
Relative energy (zero: lowest compared OMol25 entry of this formula, charge and spin), kJ/mol: 524.47
LUMO, eV: 0.4

Mulliken population analysis, charges in e, atoms 1 to 2: -0.018, -1.011



Below is the molecule C7H10S, with properties calculated with ωB97M-V with the def2-TZVPD basis set.

Positions of all 18 atoms, in Å:
C (-0.838, 0.040, 1.672)
C (-1.463, 0.805, 0.911)
C (-1.245, 0.969, -0.451)
S (-1.050, -0.518, -1.376)
C (0.761, -0.390, -1.950)
C (1.643, -0.047, -0.756)
C (1.357, -0.298, 0.505)
C (0.191, -1.018, 1.240)
H (-1.409, 0.037, 2.673)
H (-2.412, 1.290, 1.217)
H (-0.477, 1.878, -0.510)
H (-2.251, 1.178, -0.922)
H (1.051, 0.269, -2.828)
H (1.089, -1.393, -2.351)
H (2.499, 0.561, -1.093)
H (2.315, -0.056, 1.266)
H (-0.320, -1.756, 0.562)
H (0.559, -1.551, 2.191)

Computed properties:
Charge: 0
HOMO, eV: -8.267
Relative energy (zero: lowest compared OMol25 entry of this formula, charge and spin), kJ/mol: 344.25
LUMO, eV: 0.9

Mulliken population analysis, charges in e, atoms 1 to 2: -0.169, -0.193



Below is a cluster of 2 separate species, C7H10S in total, with properties calculated with ωB97M-V with the def2-TZVPD basis set.

Positions of all 18 atoms, in Å:
C (0.486, -1.835, 0.320)
C (-0.781, -2.176, -0.026)
C (0.477, -0.423, 0.441)
C (-0.736, 0.081, 0.098)
C (-1.660, -0.988, -0.169)
C (-1.082, 1.539, -0.007)
C (2.522, 0.867, 0.382)
S (3.630, -0.381, -0.112)
H (1.414, -2.318, 0.419)
H (-1.156, -3.153, -0.409)
H (-2.107, -0.961, -1.129)
H (-2.412, -0.839, 0.551)
H (-2.275, 1.658, -0.059)
H (-0.665, 1.836, -1.010)
H (-0.794, 1.987, 0.875)
H (2.633, 1.015, 1.481)
H (2.653, 1.764, -0.229)
H (3.177, -0.473, -1.325)

Computed properties:
Charge: 0
HOMO (spin up / spin down), eV: -7.964 / -7.965
Relative energy (zero: lowest compared OMol25 entry of this formula, charge and spin), kJ/mol: 498.51
LUMO (spin up / spin down), eV: 0.2 / 0.2

Mulliken population analysis, charges in e, atoms 1 to 2: -0.490, -0.628



Below is a cluster of 2 separate species, C7H10S2 in total, with properties calculated with ωB97M-V with the def2-TZVPD basis set.

Positions of all 19 atoms, in Å:
C (0.299, 0.216, 2.355)
C (0.575, -1.115, 2.673)
C (0.011, -1.691, 3.812)
C (-0.828, -0.936, 4.633)
C (-1.104, 0.394, 4.315)
C (-0.541, 0.970, 3.175)
H (0.742, 0.669, 1.458)
H (1.235, -1.708, 2.027)
H (0.228, -2.737, 4.063)
H (-1.272, -1.390, 5.529)
H (-1.765, 0.987, 4.960)
H (-0.758, 2.017, 2.925)
C (-1.895, 0.732, 0.025)
S (-1.558, -1.040, 0.022)
S (-2.625, -1.677, 1.651)
H (-1.422, 1.156, -0.877)
H (-1.472, 1.232, 0.912)
H (-2.978, 0.940, -0.015)
H (-1.682, -1.484, 2.597)

Computed properties:
Charge: 0
HOMO, eV: -8.674
Relative energy (zero: lowest compared OMol25 entry of this formula, charge and spin), kJ/mol: 24.00
LUMO, eV: 0.8

Mulliken population analysis, charges in e, atoms 1 to 2: -0.367, -0.295



Below is a structure of composition C7H11Br5NOS, with properties calculated with ωB97M-V with the def2-TZVPD basis set.

Positions of all 26 atoms, in Å:
C (-0.188, -1.009, 1.872)
C (-0.495, -1.227, 0.405)
N (-1.613, -1.653, 0.004)
C (0.610, -0.961, -0.639)
S (0.746, 0.793, -1.078)
O (-0.781, 1.298, -1.223)
C (1.473, 0.795, -2.707)
Br (0.320, 0.989, -4.227)
C (2.779, 0.658, -2.812)
C (3.653, 0.542, -1.571)
Br (3.578, 0.645, -4.538)
H (0.896, -1.129, 2.010)
H (-0.670, -1.745, 2.515)
H (-0.476, 0.008, 2.157)
H (-1.569, -1.744, -1.013)
H (0.418, -1.579, -1.525)
H (1.580, -1.306, -0.253)
H (-1.036, 1.554, -0.312)
H (3.364, 1.388, -0.925)
H (4.708, 0.669, -1.807)
H (3.430, -0.364, -1.002)
C (-4.112, 0.613, 3.436)
Br (-3.483, 2.428, 3.631)
Br (-6.034, 0.523, 3.367)
Br (-3.299, -0.259, 1.914)
H (-3.798, 0.071, 4.319)

Computed properties:
Charge: +1
HOMO, eV: -12.402
LUMO, eV: -4.4

Mulliken population analysis, charges in e, atoms 1 to 2: -1.338, 0.555



Asked for calculated total energy across the records above, the calculation gives -13558.9463 -24394.4647 -15606.9220 -20297.9617 -18252.6478 -18251.0490 -29091.4603 -372012.9250 eV in order.
Asked for F_max across the records above, the calculation gives 1.2 4.6 3.4 5.2 6.8 4.6 0.7 2.6 eV/A in order.